Record 1
A single C26H27N3O3S2 molecule. Source: OMol25; level of theory: the ωB97M-V functional and the def2-TZVPD basis.

```
61
Properties=species:S:1:pos:R:3:lowdin_charge:R:1
C 5.11 2.89 -0.47 -0.1019
C 6.54 2.39 -0.40 -0.2137
C 6.75 1.24 0.60 -0.2009
O 6.22 0.02 0.14 -0.0428
C 4.95 -0.37 0.44 -0.2778
C 4.53 -1.55 -0.18 0.0060
C 3.27 -2.07 0.04 -0.0149
C 2.40 -1.42 0.90 -0.2328
C 2.82 -0.26 1.54 -0.0217
C 4.08 0.26 1.32 -0.0242
H 4.36 1.17 1.83 0.1020
H 2.15 0.26 2.21 0.1166
N 1.09 -1.86 1.14 0.1427
C 0.36 -2.77 0.45 -0.4757
O 0.79 -3.48 -0.44 0.0685
C -1.10 -2.81 0.88 -0.0097
H -1.59 -3.66 0.39 0.1426
H -1.17 -2.94 1.97 0.1324
C -1.83 -1.51 0.52 -0.1809
N -2.18 -1.40 -0.87 -0.0730
C -3.52 -1.26 -1.03 -0.7469
S -4.32 -1.12 -2.45 0.7439
N -4.11 -1.28 0.22 0.0107
C -3.19 -1.42 1.21 -0.3752
O -3.40 -1.49 2.39 0.1115
C -5.53 -1.11 0.44 -0.0994
C -5.88 0.36 0.51 -0.2085
C -6.48 1.00 -0.56 -0.0545
C -6.77 2.35 -0.50 -0.0788
C -6.46 3.07 0.64 -0.0920
C -5.86 2.44 1.72 -0.0822
C -5.57 1.09 1.65 -0.0362
H -5.10 0.59 2.49 0.1078
H -5.61 3.00 2.61 0.1015
H -6.68 4.13 0.69 0.1001
H -7.23 2.84 -1.34 0.1028
H -6.72 0.44 -1.46 0.0889
H -5.76 -1.61 1.38 0.1364
H -6.06 -1.59 -0.38 0.1048
C -1.24 -1.46 -1.96 -0.1668
C -0.10 -0.52 -1.80 -0.4953
C 1.20 -0.72 -2.17 -0.1289
C 2.03 0.39 -1.90 -0.1875
C 1.36 1.42 -1.32 -0.4082
S -0.31 1.06 -1.11 1.0486
H 1.73 2.37 -1.01 0.0589
H 3.08 0.41 -2.12 0.1021
H 1.54 -1.64 -2.60 0.1209
H -1.82 -1.22 -2.87 0.0823
H -0.85 -2.48 -2.07 0.1341
H -1.23 -0.64 0.83 0.1285
H 0.61 -1.35 1.87 0.1452
H 2.96 -2.98 -0.45 0.1066
H 5.22 -2.05 -0.85 0.1218
H 7.83 1.05 0.69 0.1260
H 6.37 1.51 1.58 0.1159
H 6.85 2.03 -1.39 0.1127
H 7.21 3.21 -0.12 0.1092
H 5.03 3.69 -1.21 0.0733
H 4.43 2.09 -0.74 0.0495
H 4.80 3.29 0.50 0.0757
```

Calculated values
* Kohn-Sham gap: 8.50 eV
* spin multiplicity: 1
* molecular weight: 493.7 g/mol
* F_max: 0.64 eV/Å
* SMILES: CCCOc1ccc(NC(=O)C[C@@H]2C(=O)N(Cc3ccccc3)C(=S)N2Cc2cccs2)cc1
* LUMO level: 0.42 eV
* DFT total energy: -2193.38998 Eh

---

Record 2
A molecular structure, C26H27N3O4 at a distorted geometry. Source: OMol25; level of theory: the ωB97M-V functional and the def2-TZVPD basis.

```
60
Properties=species:S:1:pos:R:3:lowdin_charge:R:1
C 0.28 4.22 -1.93 -0.0215
C 1.28 2.96 -2.06 -0.2281
O 0.94 1.93 -2.89 -0.0147
C -0.05 1.15 -2.70 -0.2540
C -0.50 0.27 -3.91 0.0920
C -1.55 -0.41 -3.56 -0.0692
C -2.21 -0.39 -2.32 -0.1945
C -1.53 0.12 -1.24 -0.0038
C -0.48 1.05 -1.44 -0.0340
H -0.27 1.65 -0.62 0.0784
H -1.95 0.18 -0.06 0.1579
C -3.09 -1.54 -1.94 -0.3201
N -2.95 -2.59 -1.14 0.0048
C -3.29 -2.38 0.44 -0.5732
O -4.08 -1.70 0.66 0.2438
C -2.59 -3.19 1.26 -0.1649
H -3.21 -3.36 2.11 0.1257
H -2.56 -4.24 0.80 0.1663
C -1.12 -2.94 1.59 -0.0722
C -1.13 -1.51 2.52 -0.0494
N 0.16 -0.83 2.21 0.0739
C 1.35 -1.17 2.46 -0.3958
O 1.52 -2.46 2.84 -0.0429
C 2.43 -0.28 1.98 -0.3336
C 2.81 -0.68 0.45 -0.0386
C 1.96 -1.52 -0.36 0.0821
C 2.06 -1.42 -1.94 -0.0072
C 2.96 -0.49 -2.24 -0.1615
C 3.48 0.67 -1.62 -0.0626
C 3.27 0.55 -0.23 -0.0469
H 3.89 1.22 0.47 0.1342
H 4.18 1.23 -2.14 0.0870
H 2.98 -0.41 -3.40 0.1375
H 1.64 -2.18 -2.51 0.0790
H 1.45 -2.23 0.00 0.0018
O 2.36 0.87 2.56 0.1177
C 1.16 1.25 2.10 -0.1337
C 0.76 2.97 2.15 0.0787
C -0.36 3.29 1.89 -0.2502
C -1.35 2.51 1.90 -0.1738
N -1.46 1.14 1.91 0.1691
C -0.06 0.85 2.18 -0.0837
H -2.42 2.79 1.59 0.1598
H -0.60 4.39 1.63 0.1756
H 1.90 3.43 2.11 0.1842
H 3.25 -0.93 2.35 0.1712
H -1.26 -1.98 3.42 0.0846
H -2.15 -1.02 2.19 0.1294
H -0.63 -2.60 0.58 0.1244
H -0.40 -3.49 1.92 0.0200
H -2.12 -3.18 -1.14 0.1038
H -3.54 -2.10 -2.85 0.1328
H -4.17 -1.17 -1.48 0.1710
H -2.02 -1.07 -4.32 0.1282
H -0.21 0.50 -4.67 -0.0283
H 2.21 3.58 -2.35 0.1476
H 1.64 2.59 -1.20 0.0400
H -0.55 3.90 -1.57 -0.0345
H 0.76 4.95 -1.21 0.1003
H -0.11 4.75 -2.81 0.0900
```

Calculated values
* Kohn-Sham gap: 7.16 eV
* spin multiplicity: 1
* molecular weight: 445.5 g/mol
* F_max: 19.79 eV/Å
* LUMO level: -0.80 eV
* DFT total energy: -1471.39266 Eh

---

Record 3
A molecular structure, C26H27N4O6PRe. Source: OMol25; level of theory: the ωB97M-V functional and the def2-TZVPD basis.

```
65
Properties=species:S:1:pos:R:3:lowdin_spin:R:1
Re 0.30 0.12 0.12 0.8095
O -0.71 -1.36 -3.45 0.0008
C -0.74 -0.98 -2.34 0.0107
O 0.39 -0.62 -1.64 0.0557
C -1.98 -0.85 -1.50 0.0023
C -3.22 -1.23 -1.96 0.0000
C -4.30 -1.11 -1.10 -0.0001
C -4.09 -0.62 0.18 0.0006
C -2.81 -0.25 0.57 0.0043
N -1.78 -0.35 -0.27 0.0088
H -3.31 -1.61 -2.97 0.0000
H -5.29 -1.40 -1.42 0.0001
H -4.90 -0.52 0.89 0.0002
H -2.60 0.14 1.55 0.0000
C -0.23 4.91 -0.31 -0.0052
C -1.34 4.08 -0.32 -0.0001
C -1.18 2.72 -0.11 -0.0035
C 0.09 2.15 0.08 -0.0042
C 1.19 3.03 0.12 0.0007
C 1.04 4.39 -0.08 0.0006
H -0.36 5.98 -0.47 -0.0002
H -2.33 4.48 -0.49 0.0000
H -2.06 2.10 -0.11 -0.0003
H 2.19 2.67 0.33 0.0010
H 1.89 5.05 -0.05 0.0001
C 5.17 -1.08 -1.61 0.0000
N 4.68 -1.83 -0.35 -0.0006
C 5.42 -1.25 0.87 0.0005
N 5.22 0.16 0.95 0.0066
C 5.68 0.82 -0.28 0.0002
N 4.98 0.32 -1.46 -0.0010
C 3.57 0.72 -1.49 -0.0021
P 2.68 0.06 -0.02 0.0323
C 3.20 -1.71 -0.20 -0.0008
C 3.86 0.54 1.32 0.0150
H 4.62 -1.47 -2.46 0.0000
H 6.23 -1.32 -1.71 0.0000
H 4.93 -2.82 -0.45 0.0000
H 6.47 -1.48 0.72 0.0001
H 5.04 -1.76 1.75 0.0000
H 6.75 0.63 -0.39 0.0001
H 5.53 1.89 -0.19 0.0000
H 3.08 0.35 -2.39 -0.0001
H 3.50 1.81 -1.51 0.0000
H 2.71 -2.14 -1.08 -0.0003
H 2.88 -2.28 0.68 0.0001
H 3.57 0.06 2.25 0.0000
H 3.81 1.62 1.49 0.0001
O 0.42 -1.65 1.35 -0.0056
C 0.10 -0.99 2.40 0.0110
O -0.08 0.27 2.16 0.0488
C -0.02 -1.57 3.71 0.0005
C -0.29 -0.74 4.80 0.0049
C -0.43 -1.27 6.08 -0.0003
C -0.29 -2.63 6.20 0.0045
O -0.40 -3.36 7.32 0.0031
C -0.19 -4.74 6.95 0.0000
O 0.05 -4.75 5.54 0.0001
C -0.03 -3.47 5.12 0.0004
C 0.12 -2.98 3.85 0.0008
H -0.39 0.32 4.64 0.0001
H -0.64 -0.65 6.94 -0.0001
H -1.08 -5.31 7.18 0.0001
H 0.69 -5.12 7.47 0.0001
H 0.30 -3.62 3.01 0.0000
```

Calculated values
* Kohn-Sham gap (alpha / beta): 6.27 / 6.15 eV
* spin multiplicity: 2
* molecular weight: 708.7 g/mol
* F_max: 0.23 eV/Å
* <S²>: 0.756
* net charge: +2
* LUMO level (alpha / beta): -6.64 / -6.76 eV
* DFT total energy: -2096.58398 Eh

---

Record 4
A molecular structure, C26H27N8NaS at a distorted geometry. Source: OMol25; level of theory: the ωB97M-V functional and the def2-TZVPD basis.

```
63
Properties=species:S:1:pos:R:3:lowdin_charge:R:1
Na 3.24 -15.36 -2.86 0.2015
C 3.77 -17.22 0.38 -0.1311
N 4.65 -16.82 -0.71 -0.1674
C 5.01 -17.91 -1.55 -0.1546
C 5.32 -17.56 -2.99 -0.2497
C 5.57 -18.61 -3.91 -0.0244
C 5.92 -18.28 -5.26 -0.0751
C 5.96 -16.94 -5.61 -0.0533
C 5.75 -15.96 -4.59 -0.1259
N 5.42 -16.26 -3.35 0.0732
C 5.70 -15.86 -0.33 -0.1161
C 5.18 -14.56 0.26 -0.2806
C 6.12 -13.60 0.70 -0.0260
C 5.66 -12.35 1.04 -0.0760
C 4.28 -12.08 1.00 -0.0550
C 3.47 -13.06 0.40 -0.1173
N 3.91 -14.29 0.09 0.1061
C 2.35 -17.46 -0.14 -0.2628
C 1.55 -18.50 0.40 -0.0274
C 0.26 -18.65 -0.10 -0.0646
C -0.25 -17.80 -1.12 -0.0411
C 0.61 -16.78 -1.57 -0.1084
N 1.85 -16.70 -1.10 0.0971
H 3.71 -16.40 1.14 0.1305
H 4.12 -18.16 0.90 0.1306
H 4.17 -18.65 -1.51 0.1357
H 5.98 -18.51 -1.26 0.1582
H 5.71 -19.65 -3.52 0.1244
H 6.06 -19.05 -6.02 0.1075
H 6.20 -16.68 -6.62 0.0956
H 5.80 -14.89 -4.93 0.1055
H 6.34 -15.55 -1.15 0.1160
H 6.41 -16.31 0.40 0.1315
H 7.18 -13.86 0.77 0.1192
H 6.29 -11.53 1.34 0.1052
H 3.86 -11.15 1.40 0.1056
H 2.41 -12.88 0.24 0.1054
H 2.02 -19.22 1.16 0.1327
H -0.35 -19.50 0.26 0.1117
H -1.18 -17.94 -1.58 0.0831
H 0.26 -16.04 -2.29 0.1087
C -0.31 -13.77 -5.72 -0.0586
C 0.84 -14.56 -5.12 -0.2852
N 1.90 -13.98 -4.57 0.0072
N 1.93 -12.64 -4.73 -0.0649
C 3.11 -12.09 -4.35 -0.8896
N 3.28 -10.91 -4.96 0.0453
S 4.35 -12.73 -3.31 0.5063
C 0.88 -16.02 -5.38 -0.2137
C -0.20 -16.71 -5.95 -0.0535
C -0.15 -18.03 -6.26 -0.0987
C 1.06 -18.67 -6.15 -0.0553
C 2.14 -17.93 -5.55 -0.1336
N 2.06 -16.68 -5.14 0.1111
H -1.25 -14.11 -5.27 0.0725
H -0.47 -13.90 -6.82 0.0958
H -0.05 -12.74 -5.56 0.0365
H 2.48 -10.38 -5.28 0.0909
H 4.10 -10.38 -4.68 0.0785
H -1.09 -16.10 -6.05 0.0935
H -1.11 -18.39 -6.64 0.1143
H 1.22 -19.75 -6.27 0.0984
H 3.09 -18.40 -5.43 0.0747
```

Calculated values
* Kohn-Sham gap: 6.70 eV
* spin multiplicity: 1
* molecular weight: 506.6 g/mol
* F_max: 3.08 eV/Å
* LUMO level: 0.24 eV
* DFT total energy: -2005.50370 Eh

---

Record 5
A molecular structure, C26H28AsN2O3S6Tc at a distorted geometry. Source: OMol25; level of theory: the ωB97M-V functional and the def2-TZVPD basis.

```
67
Properties=species:S:1:pos:R:3:lowdin_charge:R:1
Tc -0.42 -0.27 0.04 0.8779
C -2.48 3.47 2.36 -0.1037
C -2.19 2.13 1.72 -0.7574
S -0.55 1.91 1.26 0.7796
C -3.18 1.24 1.48 -0.6903
C -4.65 1.45 1.72 -0.0944
S -2.78 -0.28 0.72 0.4786
H -1.55 4.01 2.54 0.0615
H -3.00 3.34 3.31 0.0861
H -3.11 4.07 1.70 0.0923
H -4.82 2.22 2.47 0.0737
H -5.12 0.53 2.07 0.0736
H -5.16 1.76 0.81 0.0865
C 4.29 1.24 -3.20 -0.0836
C 3.78 1.09 -1.77 -0.2078
C 3.73 -0.35 -1.29 -0.1678
C 4.96 -0.95 -1.04 -0.0383
C 5.05 -2.23 -0.51 -0.0605
C 3.88 -2.90 -0.19 -0.0355
C 2.64 -2.35 -0.43 -0.1712
C 1.44 -3.19 -0.07 -0.2286
C 1.12 -4.21 -1.16 -0.1045
C 2.56 -1.07 -1.01 -0.1560
N 1.29 -0.45 -1.28 -0.0583
C 1.11 0.13 -2.42 -0.1128
C 0.00 0.97 -2.57 -0.3523
C -0.45 1.85 -3.56 -0.0273
C -1.53 2.54 -3.01 -0.0682
C -1.70 2.06 -1.70 -0.1651
N -0.78 1.12 -1.44 -0.2226
H 4.30 2.28 -3.50 0.0763
H 3.68 0.68 -3.91 0.0640
H 5.31 0.85 -3.29 0.0716
H 2.80 1.57 -1.67 0.1017
H 4.45 1.62 -1.09 0.1119
H 5.87 -0.39 -1.24 0.1181
H 6.01 -2.68 -0.32 0.1058
H 3.93 -3.89 0.25 0.1199
H 0.56 -2.56 0.09 -0.0007
H 1.63 -3.69 0.87 0.1244
H 0.77 -3.70 -2.07 0.0555
H 0.34 -4.90 -0.83 0.0570
H 2.01 -4.79 -1.42 0.0779
H 1.81 -0.02 -3.24 0.1390
H -0.03 1.96 -4.55 0.1071
H -2.13 3.30 -3.47 0.0950
H -2.43 2.35 -0.97 0.0948
S -4.50 -3.11 -1.00 -0.0601
As -2.33 -3.33 -0.48 0.2231
S -1.42 -1.11 1.98 0.4101
S -1.37 -1.68 -1.64 0.1242
S -3.30 -4.38 -2.18 -0.0423
O 3.40 1.28 1.32 0.0642
C 3.67 0.60 2.45 -0.2467
C 4.89 0.89 3.08 -0.0094
C 5.23 0.27 4.26 -0.0758
C 4.37 -0.66 4.84 -0.0856
C 3.18 -0.96 4.22 -0.0165
C 2.81 -0.35 3.02 -0.0567
C 1.50 -0.74 2.42 -0.5529
O 0.76 -1.52 3.00 -0.0755
O 1.25 -0.23 1.23 -0.3355
H 2.53 0.96 1.00 0.0711
H 5.54 1.62 2.61 0.1184
H 6.16 0.52 4.74 0.1048
H 4.63 -1.14 5.78 0.0998
H 2.49 -1.68 4.64 0.1184
```

Calculated values
* Kohn-Sham gap (alpha / beta): 5.79 / 5.79 eV
* spin multiplicity: 1
* molecular weight: 781.8 g/mol
* F_max: 1.47 eV/Å
* LUMO level (alpha / beta): -2.24 / -2.24 eV
* DFT total energy: -6048.57719 Eh

---

Record 6
A molecular structure, C26H28AuClF5N2O2 at a distorted geometry. Source: OMol25; level of theory: the ωB97M-V functional and the def2-TZVPD basis.

```
65
Properties=species:S:1:pos:R:3:lowdin_spin:R:1
Au -0.19 -0.03 0.41 0.5179
Cl 1.87 -0.18 -1.11 0.1596
N 0.45 2.12 0.11 0.1073
N 0.29 -2.24 0.39 0.1030
C -0.42 2.91 -0.46 0.0126
C -0.33 -2.99 -0.46 0.0163
C 1.63 2.89 0.50 0.0086
C 1.04 4.30 0.53 0.0030
C 2.72 2.85 -0.55 0.0025
C 2.19 2.42 1.83 0.0022
H 2.34 3.23 -1.51 0.0004
H 3.07 1.82 -0.69 0.0023
H 3.55 3.50 -0.22 0.0006
H 1.42 2.51 2.60 0.0007
H 3.05 3.03 2.10 0.0001
H 2.50 1.37 1.75 0.0008
C 1.34 -3.00 1.10 0.0078
C 1.14 -4.39 0.49 0.0041
C 1.08 -2.96 2.60 0.0025
C 2.74 -2.51 0.82 0.0015
H 2.91 -2.42 -0.25 0.0015
H 3.45 -3.23 1.25 0.0004
H 2.92 -1.53 1.28 0.0005
H 0.08 -3.34 2.81 0.0004
H 1.17 -1.93 2.97 0.0016
H 1.82 -3.59 3.11 0.0002
O 0.13 -4.23 -0.55 0.0059
H 0.76 -5.12 1.22 0.0004
H 2.04 -4.80 0.01 0.0006
O -0.15 4.21 -0.35 0.0048
H 1.68 5.09 0.11 0.0008
H 0.69 4.58 1.53 0.0002
C -1.64 2.44 -1.18 0.0220
C -1.49 -2.57 -1.31 0.0265
C -1.20 -1.29 -2.01 0.1151
H -2.34 -2.43 -0.62 0.0105
H -1.72 -3.38 -2.00 0.0020
C -1.27 -0.06 -1.30 0.2143
C -1.29 1.20 -1.96 0.1024
H -1.78 -0.11 0.02 0.0384
C -0.76 1.23 -3.24 0.0384
C -0.45 0.03 -3.88 0.1634
C -0.44 2.54 -3.89 0.0023
C -0.67 -1.23 -3.30 0.0317
H 0.00 0.06 -4.87 0.0200
C -0.27 -2.49 -4.00 0.0009
H 0.09 -2.24 -5.00 0.0025
H -1.11 -3.19 -4.10 -0.0007
H 0.54 -3.00 -3.46 0.0004
H -1.29 3.24 -3.87 -0.0004
H -0.16 2.37 -4.94 0.0027
H 0.41 3.04 -3.40 0.0010
H -2.00 3.25 -1.82 0.0015
H -2.40 2.21 -0.42 0.0116
F -2.15 -2.19 1.83 0.0097
C -2.19 -1.00 2.50 0.0258
C -1.43 0.09 2.10 0.1275
C -1.60 1.26 2.83 0.0268
F -0.94 2.41 2.49 0.0059
C -2.50 1.36 3.89 0.0083
F -2.66 2.53 4.54 0.0037
C -3.25 0.25 4.27 0.0027
F -4.13 0.33 5.28 0.0001
C -3.08 -0.95 3.57 0.0082
F -3.80 -2.04 3.91 0.0035
```

Calculated values
* Kohn-Sham gap (alpha / beta): 3.07 / 6.36 eV
* spin multiplicity: 3
* molecular weight: 727.9 g/mol
* F_max: 5.90 eV/Å
* <S²>: 2.015
* net charge: -1
* LUMO level (alpha / beta): 2.71 / 2.14 eV
* DFT total energy: -2362.61681 Eh